Record 1
A structure of composition C32H41N9O6S4Zn. Source: the OMol25 dataset; level of theory: the ωB97M-V functional and the def2-TZVPD basis.

Element x y z (Å)
Zn -0.73277 -0.34752 0.58971
S -1.68383 1.57938 1.36602
S 3.03499 3.17116 4.48767
S -1.79574 -0.34183 -1.47946
S 1.52132 1.25726 -1.04499
O 4.74907 -0.26954 4.12669
O 4.98368 -0.36806 1.97851
O -1.00425 2.40228 -4.97876
O 4.02374 3.22140 5.53325
O 3.39913 2.69397 3.17784
O -1.73987 -2.05843 1.51038
N -1.91820 -3.97664 2.71655
N 4.31282 -0.29692 2.98655
N 1.22871 -0.42138 -3.12013
N -3.38358 -3.54175 0.96830
N -4.82828 3.94531 -4.61180
N 1.94187 0.02875 3.76683
N 0.88537 -0.63287 1.94992
N -4.60405 6.23895 -1.21648
N 0.40517 1.72592 -3.35779
C 0.64723 0.86079 -5.67789
C -4.29156 3.55653 -3.67153
C -3.59648 3.85758 -1.32400
C 2.95652 -2.15699 -3.36550
C -3.69529 -4.94281 0.72724
C -0.09177 0.12854 -6.59865
C -0.55702 -0.03218 3.90583
C -4.16664 5.17671 -1.28096
C -2.40191 2.07591 -0.15830
C 1.87785 5.38133 5.64796
C -2.32719 -3.13314 1.70690
C 2.39475 -2.86089 -4.59977
C 2.03777 0.87637 -5.75036
C -0.07075 1.70102 -4.67259
C 1.86998 -1.55522 -2.48149
C 2.68493 0.15186 -6.73881
C -0.61658 -3.74172 3.31911
C 2.28147 4.77697 4.30666
C 0.74155 -0.21601 3.20287
C -3.63563 3.07471 -2.48685
C 1.05687 0.78564 -2.58426
C 2.22597 -0.66544 1.69015
C 1.94637 -0.59930 -7.64649
C 2.88972 -0.27412 2.80205
C -4.07451 -2.59614 0.10449
C -3.05442 1.81912 -2.47105
C 0.55965 -0.61209 -7.57524
C -2.44184 1.28825 -1.33142
C -2.97925 3.35014 -0.19200
C 1.69102 2.13597 5.08665
C -2.87870 -4.62824 3.59688
C 2.10167 0.65722 5.08123
H 1.49588 2.45794 6.10940
H -0.85982 1.01725 3.90424
H 1.58397 6.42173 5.51555
H 1.67655 -3.63283 -4.30908
H 3.19012 -3.34002 -5.17221
H 0.00794 -3.17491 2.63512
H 1.03269 4.85115 6.08971
H -1.17411 0.14762 -6.54441
H -3.73926 -5.11014 -0.35077
H 0.74919 -0.61397 -3.98489
H 3.13179 0.54103 5.39505
H 3.52865 -2.86566 -2.76273
H -3.07050 1.22755 -3.37669
H 2.71458 5.34467 6.34428
H -2.85393 -4.15412 4.58306
H -2.64165 -5.68782 3.72297
H -5.14425 -2.81381 0.13365
H -3.88681 -4.53566 3.20658
H 0.82316 2.32622 4.45289
H -0.70756 -3.18701 4.25915
H -0.49814 -0.37632 4.93906
H 3.63955 -1.35905 -3.66556
H 3.05542 5.35962 3.80398
H 2.28716 -1.19949 -1.54714
H -3.90124 -1.58168 0.44591
H 2.60866 1.46448 -5.03957
H -0.01727 -1.18613 -8.28945
H 0.02912 2.48837 -2.81202
H -2.92512 -5.58499 1.14369
H -2.94195 3.95617 0.70345
H -0.13964 -4.70001 3.53373
H 1.44437 4.63656 3.61994
H 1.10922 -2.31122 -2.25760
H -1.32658 -0.59049 3.37710
H 2.64621 -0.95750 0.74478
H -3.72303 -2.66536 -0.92527
H -4.66276 -5.22130 1.15094
H 3.76620 0.17168 -6.80029
H 1.88901 -2.15684 -5.26762
H 2.45458 -1.17414 -8.41074
H 1.47048 0.11866 5.78217

- Total energy: -151304.649 eV
- Molar mass: 841.40 g mol⁻¹
- Frontier orbital gap: 6.64 eV
- Multiplicity: 1
- F_max: 0.4 eV/A
- Net charge: 0

***

Record 2
A structure of composition C32H41NO4P3RhS2. Source: the OMol25 dataset; level of theory: the ωB97M-V functional and the def2-TZVPD basis.

Element x y z (Å)
Rh -0.21842 0.35339 0.06789
S -0.00272 1.54961 -1.98209
S 1.91829 0.53893 1.47743
P -2.32896 0.84699 -0.36141
P 0.88599 2.09787 0.72984
P -1.62151 0.01407 2.10220
O 1.97253 -0.78927 -1.72495
O -0.35194 -1.98377 -0.69066
O 1.83299 3.11363 -0.01399
O 0.06315 3.08914 1.63848
N -2.95534 0.55645 1.17329
C 3.04366 2.78000 -0.72531
C -2.70423 3.59283 0.04176
C 0.91507 -2.65651 -0.71047
C -1.57739 -2.01230 3.99275
C -2.62639 2.54450 5.13553
C -1.46797 5.17616 -1.34082
C -3.34127 0.03528 -1.60354
C 2.69111 -0.28319 -2.83787
C -1.51369 1.12583 3.53510
C -1.03540 4.18697 -2.16387
C -3.41540 -2.14082 2.44878
C 0.72771 4.04059 2.52458
C -4.67024 0.43715 -1.74906
C -5.47744 -0.18833 -2.68417
C -4.95547 -1.19679 -3.48513
C -0.26603 2.13555 5.32890
C -0.30856 1.33133 4.19717
C 1.74959 -2.16829 -1.86082
C -2.33174 4.91447 -0.25307
C -1.41967 2.74667 5.79511
C -1.46029 2.77900 -1.98669
C 0.81740 5.41382 1.90777
C -2.02098 -3.16548 4.61858
C -2.67342 1.73177 4.01519
C -1.33750 -2.81649 -0.08581
C -2.26896 -1.49216 2.89875
C -2.81509 -0.96320 -2.41693
C -3.16722 -3.80583 4.16606
C -2.31547 2.57340 -0.77187
C 4.15785 3.65410 -0.20351
C -3.86445 -3.29017 3.08398
C -3.62765 -1.57832 -3.35907
H -3.53094 3.01218 5.50157
H -3.22100 -2.34921 -4.00020
H -5.06906 1.24734 -1.14763
H -4.76132 -3.78174 2.73033
H 3.25679 1.72127 -0.57652
H -1.06632 -3.05906 0.94455
H 1.23039 -2.38074 -2.80529
H -0.39856 4.41368 -3.00938
H -2.66844 5.72347 0.38022
H -1.47669 -3.56005 5.46628
H 0.73896 -3.72608 -0.85737
H 3.70380 -0.69784 -2.86932
H -1.77164 -1.23614 -2.32272
H 0.59847 0.86926 3.82847
H -0.69019 -1.51287 4.36492
H 2.69799 -2.72186 -1.86589
H -0.17615 5.80764 1.69914
H 4.38443 3.41550 0.83574
H -5.58655 -1.67679 -4.22163
H -3.96743 -1.75855 1.59841
H -1.15308 6.19521 -1.52776
H -6.50854 0.11814 -2.79923
H 1.30925 6.08498 2.61401
H 0.11043 4.04241 3.42126
H 2.73794 0.79739 -2.74137
H -1.38238 3.37735 6.67363
H 1.70969 3.64066 2.78622
H 2.17702 -0.52456 -3.77408
H -3.62539 1.57211 3.52261
H 3.89126 4.70828 -0.27760
H 0.67470 2.28514 5.84316
H 1.39086 5.39796 0.98367
H -1.44936 -3.74019 -0.65918
H -3.93163 0.52004 1.43333
H -1.98758 2.44102 -2.88829
H -3.26156 3.38034 0.94734
H 2.83290 2.97127 -1.77785
H -2.28171 -2.27850 -0.09445
H 1.41426 -2.51115 0.25217
H 5.05883 3.48883 -0.79542
H -3.51961 -4.70120 4.66055

- Total energy: -96071.371 eV
- Molar mass: 763.65 g mol⁻¹
- Frontier orbital gap (spin up / spin down): 7.16 / 6.91 eV
- Multiplicity: 2
- F_max: 0.8 eV/A
- Net charge: +1

***

Record 3
A structure of composition C32H42CdFN6O6PSi in a non-equilibrium geometry. Source: the OMol25 dataset; level of theory: the ωB97M-V functional and the def2-TZVPD basis.

Element x y z (Å)
Cd -0.34179 -0.68679 0.28544
P 1.34196 -2.25875 -1.00809
Si -3.02889 -2.71500 -0.10827
F -0.65071 0.78050 -1.65573
O -0.34928 -1.27944 2.51784
O -1.45477 -3.83405 6.51460
O -3.02533 -3.19089 7.83986
O -5.11371 1.89272 5.05572
O -5.69487 0.63762 6.71061
O -1.72422 0.33646 1.88185
N 1.07325 -4.49026 -2.60660
N -4.99623 0.90830 5.75526
N 3.09131 -3.14546 -2.93397
N 2.86365 -4.54740 -0.93130
N -2.40060 -3.12905 6.80098
N -2.09136 -1.43972 -0.80640
C -3.91157 -0.66345 -2.29769
C -4.40268 0.25646 -3.20901
C 3.76199 -3.97587 -1.93291
C -1.88351 -1.79155 4.79682
C 3.05883 0.94681 -0.10068
C -0.08158 3.10623 0.11608
C -4.44560 -2.06581 0.93422
C 1.80201 -5.28392 -1.61904
C -3.64998 1.35346 -3.60334
C 2.03024 -3.93654 -3.55897
C 5.20480 -0.95136 0.52160
C -2.14314 -0.70850 3.96851
C 5.10034 0.24592 2.71288
C 2.56888 -1.91169 -2.35365
C -2.66463 -1.96737 5.92332
C -2.38259 1.50555 -3.05952
C -3.16570 0.17937 4.27517
C 1.09498 1.58107 1.73420
C -3.90875 -0.03754 5.41922
C 2.12073 0.71410 2.07544
C 1.02288 2.14423 0.45730
C -1.34629 -0.52762 2.70857
C -1.88723 -3.72182 1.01455
C 0.28388 -3.43731 -1.97060
C 3.13673 0.39566 1.17359
C 2.01222 1.79390 -0.45584
C -2.63083 -0.55636 -1.71238
C 2.31524 -3.51234 -0.05686
C -3.71668 -3.92180 -1.38649
C -3.68824 -1.10646 6.26577
C -1.92700 0.57124 -2.16404
C 4.28284 -0.48331 1.64097
H -3.66512 -4.94536 -1.00691
H 3.82312 0.72934 -0.83638
H 2.13185 0.27482 3.06630
H -5.39607 0.11049 -3.61446
H 5.91730 -0.38385 3.06934
H -5.25388 -1.66059 0.32239
H 2.06821 -1.32364 -3.12673
H 0.33822 1.83499 2.46558
H -1.06017 2.63492 0.22439
H -4.86495 -2.86194 1.55563
H 3.38881 -1.30577 -1.96587
H -0.05925 3.96601 0.78773
H 2.26074 -6.12883 -2.13662
H 4.25124 -4.79941 -2.45665
H -4.28848 -1.26236 7.14784
H 3.83694 -1.36833 2.11054
H -1.74135 2.33822 -3.31921
H 5.52918 1.16124 2.29906
H 5.94322 -1.65274 0.91179
H -1.09001 -2.48363 4.55816
H -3.37777 1.01444 3.62421
H -4.53715 -1.50055 -2.02196
H 1.09858 -5.66924 -0.87875
H -3.14621 -3.88320 -2.31792
H 1.49959 -3.31560 -4.28274
H -4.03518 2.07522 -4.30942
H 1.97624 2.20488 -1.45823
H 4.48591 0.52185 3.56934
H 2.50076 -4.76647 -4.09007
H 1.65857 -3.96537 0.69006
H 0.01219 3.46821 -0.90670
H -4.76142 -3.72220 -1.63210
H 5.74904 -0.11212 0.08274
H -2.41155 -3.97225 1.94079
H -4.09932 -1.26331 1.59031
H 4.52795 -3.38264 -1.42953
H -1.61615 -4.66912 0.54092
H -0.45759 -3.87677 -1.30434
H 3.12601 -3.01623 0.48201
H -0.26731 -2.86885 -2.72304
H 4.65887 -1.45113 -0.28055
H -0.96763 -3.21235 1.31188

- Total energy: -79537.102 eV
- Molar mass: 797.19 g mol⁻¹
- Frontier orbital gap: 6.55 eV
- Multiplicity: 1
- F_max: 1.5 eV/A
- Net charge: 0

***

Record 4
A structure of composition C32H42Cl5N2NaO3Sb2Se in a non-equilibrium geometry. Source: the OMol25 dataset; level of theory: the ωB97M-V functional and the def2-TZVPD basis.

Element x y z (Å)
Sb 1.07753 0.27665 -0.60311
Sb -1.43618 -1.07720 -2.94379
Se -1.98891 2.77899 1.95052
Cl 1.84456 -1.70402 2.16421
Cl -1.51026 -1.31846 7.40053
Cl 3.09241 -2.54417 4.86117
Cl 1.39957 -2.43385 7.48476
Cl -2.67798 -0.16599 4.76498
Na -1.26417 -0.69259 1.21980
O -2.96481 0.06029 -0.05344
O -0.76158 -3.37706 -0.46371
O -2.55745 -2.32196 1.43414
N 0.64744 3.96001 2.17495
N 0.46347 2.04017 3.16722
C 2.18950 0.58159 -6.08250
C 0.72559 -1.88017 5.99959
C 1.77435 2.44618 3.36974
C 0.38079 0.85804 -4.47704
C -2.58176 -3.69276 1.09478
C -0.22113 2.93741 2.42676
C -3.78225 -1.59242 1.49973
C 2.97208 1.08000 -0.00504
C 0.22883 -4.31674 -0.09198
C 0.36487 5.12332 1.35894
C 0.87507 -1.50157 3.64414
C 2.83892 1.85868 4.03053
C 3.08282 1.13515 -5.17092
C 0.85531 0.45594 -5.72922
C -3.45299 -1.32179 -3.63836
C -2.08470 -3.86589 -0.32323
C 4.04400 2.54817 4.01328
C -0.60236 -2.41960 -4.39008
C -4.07125 -0.77552 0.25373
C 3.09172 4.36968 2.71274
C 0.85144 1.80106 -2.17790
C -0.57005 -1.36628 5.95446
C 2.00341 -1.27791 -1.75770
C -1.06856 -0.89513 4.73779
C 4.16977 3.78102 3.36479
C -1.07657 0.70179 -4.13879
C 2.62052 1.53671 -3.92816
C -3.33531 1.17526 -0.84071
C 1.27963 1.39641 -3.55489
C -0.38414 -0.93783 3.53315
C 1.46999 -1.94270 4.82596
C 1.89513 3.67351 2.73107
H 3.31264 1.97716 -3.21807
H 4.90428 2.12042 4.51285
H -2.69879 -3.28207 -1.01387
H -1.67867 0.59550 -5.04150
H -2.15508 -4.92338 -0.60899
H -1.90575 -4.19628 1.78885
H 0.88853 5.05918 0.40386
H -4.01002 1.83204 -0.28684
H -2.42715 1.72721 -1.07349
H -4.08113 -0.49114 -3.31362
H 0.48064 -2.29992 -4.44125
H 3.46616 0.39639 0.68425
H -4.95935 -0.16901 0.46698
H 0.05432 1.12574 3.40075
H 2.85395 2.04349 0.48856
H 2.52491 0.26471 -7.06201
H -0.83209 -3.44647 -4.10347
H 5.12568 4.28875 3.37073
H 2.62350 -1.86544 -1.07621
H 1.50047 2.60203 -1.81832
H -3.44397 -1.36223 -4.72824
H -4.62499 -2.26444 1.68224
H 0.67951 6.02478 1.88398
H -1.03420 -2.20997 -5.36966
H 2.63316 -0.83308 -2.53006
H -4.29431 -1.41948 -0.60853
H 3.18813 5.32371 2.20958
H 1.26547 -1.93858 -2.21700
H 0.15037 0.04192 -6.44274
H -3.58049 -4.11834 1.22796
H 1.18243 -3.79371 -0.07486
H -3.87402 -2.24878 -3.24784
H 0.05093 -4.73335 0.90425
H -1.46179 1.55069 -3.57060
H -3.82368 0.84281 -1.76549
H -0.70678 5.15586 1.18222
H 2.73887 0.90040 4.52576
H 0.27575 -5.13655 -0.81620
H -0.17627 2.16235 -2.13515
H 3.58362 1.20279 -0.89933
H 4.12711 1.26049 -5.42812
H -3.68819 -0.92064 2.35580

- Total energy: -188437.466 eV
- Molar mass: 1025.43 g mol⁻¹
- Frontier orbital gap: 7.49 eV
- Multiplicity: 1
- F_max: 1.1 eV/A
- Net charge: 0

***

Record 5
A structure of composition C32H42F3GeN5O5SSeSiW in a non-equilibrium geometry. Source: the OMol25 dataset; level of theory: the ωB97M-V functional and the def2-TZVPD basis.

Element x y z (Å)
W -0.32635 0.14090 1.80072
Se 1.22099 -3.26561 2.58887
Ge -0.56976 -2.39208 -2.13766
S 1.65353 -1.16749 1.90178
Si -2.28348 -0.91872 0.43823
F -0.45949 -2.88939 5.71499
F -1.83802 -3.85287 4.33461
F -2.58642 -2.82144 6.08005
O -0.00016 3.01456 -5.24858
O 4.42066 5.05923 -2.89554
O 4.59182 3.01550 -3.68716
O -2.46029 -0.56940 4.78279
O -1.07739 -1.46961 3.21492
N 0.22065 1.90113 0.86091
N 5.39065 -5.34682 1.84247
N -0.40832 1.40772 3.39587
N -1.19134 2.54134 -2.76798
N -2.44698 2.23962 -0.63251
C -0.69161 2.26929 5.60062
C 3.09180 3.31592 -1.87108
C -1.53297 1.70884 -3.91872
C 2.79360 1.94007 -1.73482
C 3.10886 -5.38034 2.59690
C -1.41867 3.38189 5.07336
C 4.01037 -3.37706 1.68022
C -1.88417 2.37282 -1.63502
C -0.61065 2.82482 1.54367
C -1.75682 -1.43364 4.29716
C -3.47578 -0.09937 1.80072
C -0.25962 1.31187 4.73310
C 4.06777 3.73130 -2.87238
C 1.88312 1.47504 -0.82983
C -0.34357 1.69140 -4.85534
C -1.55938 3.54083 3.73604
C -0.72622 3.88525 -3.10382
C 2.41462 4.19009 -1.00158
C -2.13470 -2.62487 -3.32126
C 1.48289 3.74760 -0.09410
C 0.89812 -1.91600 -3.38627
C -2.48417 -2.78430 0.80210
C 2.91882 -4.04312 2.23566
C 4.33815 -5.97231 2.38024
C 1.15045 2.36284 0.01677
C -1.65920 -2.76247 5.10871
C -0.91272 2.60068 2.85356
C 5.20057 -4.06802 1.51014
C -0.61832 -1.05330 -0.72352
C -0.11335 -4.17671 -1.45185
C -3.50723 -0.58394 -1.02960
C 0.40197 3.77298 -4.11178
H -2.74002 -3.33811 -0.11179
H -0.57756 1.13862 -5.76407
H 1.70129 0.41149 -0.73234
H -3.00921 -0.54145 -2.00289
H -3.76743 -0.85164 2.53920
H 1.26865 3.30624 -3.63459
H -0.98045 -4.67451 -1.01321
H -4.03085 0.36338 -0.88918
H -1.54691 4.47532 -3.53559
H -0.91405 3.74200 1.05888
H -3.02528 -2.92043 -2.76290
H 3.31997 1.24956 -2.38459
H 1.03090 4.45675 0.58634
H -4.26194 -1.38216 -1.07353
H 2.29465 -5.93649 3.04714
H -3.26797 -2.96862 1.54470
H 3.92043 -2.33840 1.39191
H 4.49974 -7.01199 2.65096
H 0.21559 0.40908 5.09132
H 0.50776 1.21879 -4.35245
H 0.28121 -4.80036 -2.25959
H -1.88796 -3.41339 -4.04035
H 3.99946 5.50062 -2.15174
H 0.99997 -0.83155 -3.48840
H -0.44044 -0.07738 -1.19377
H -2.09411 4.38048 3.30957
H 0.28448 -1.31961 -0.15683
H -2.37129 -1.71520 -3.87950
H -2.40260 2.12197 -4.44726
H 0.64962 -4.08806 -0.67306
H 1.85018 -2.30343 -3.01233
H -0.52742 2.15972 6.66296
H -1.55789 -3.21238 1.19762
H 0.71939 -2.34109 -4.37972
H -0.36989 4.37099 -2.19697
H 6.06073 -3.56691 1.07438
H 2.60431 5.26163 -1.01826
H -1.77223 0.70411 -3.57566
H 0.68223 4.75961 -4.47769
H -1.85699 4.10569 5.75346
H -3.02692 0.72877 2.36133
H -4.38341 0.29367 1.32372

- Total energy: -202108.039 eV
- Molar mass: 1029.28 g mol⁻¹
- Frontier orbital gap (spin up / spin down): 4.61 / 4.60 eV
- Multiplicity: 3
- F_max: 2.0 eV/A
- Net charge: -2

***

Question: Among the records above, which one has the highest molar mass?
Answer: C32H42F3GeN5O5SSeSiW

***

Question: Among the records above, which one has the highest molar mass?
Answer: C32H42F3GeN5O5SSeSiW

***

Question: The highest multiplicity belongs to which entry?
Answer: C32H42F3GeN5O5SSeSiW